(1)
Computed, not measured: 24 unconnected molecules or ions with the total composition C9H66O24 at a distorted geometry, with wB97M-V/def2-TZVPD.

XYZ file:
```
99
Properties=species:S:1:pos:R:3:forces:R:3:lowdin_charge:R:1
H -1.784499 -1.812534 3.026056 0.3505 -0.2475 0.0226 0.003
C 1.445087 3.972894 -1.602906 0.9919 -0.3495 1.8388 -0.055
C 0.880910 -0.983411 4.419604 1.8660 -0.7062 -1.0929 -0.406
O 2.350822 -1.002552 0.921764 -0.7028 0.2445 0.1736 -0.035
H 0.922994 6.749121 -1.744641 0.0849 -0.2541 -0.0378 0.081
H -1.494440 -3.126262 -1.203799 -0.2496 -0.3270 -0.5631 0.043
H 0.771708 0.096540 4.320276 -0.1106 0.0876 0.0691 0.124
C 0.395100 1.319933 -4.139116 0.4431 -1.8899 0.4090 -0.038
O -1.063262 0.353209 -5.689867 -1.8337 0.6030 -2.0501 -0.067
H -0.825513 -0.736577 -2.666761 -0.4346 -0.1334 0.2760 0.062
H 1.108927 1.536183 -4.933960 -0.1555 0.5287 -0.1242 0.081
O -2.361289 1.561300 -0.787753 -0.5972 -0.2748 -0.2157 -0.035
C 2.306355 -1.299390 4.986009 -0.2541 0.0457 0.3695 -0.047
H 1.797070 -3.329329 -1.865668 0.3454 0.0219 -0.2619 0.068
H 3.078483 -0.598762 4.668145 -0.1928 0.2390 -0.3036 0.064
H 3.839785 -0.998011 -4.747952 0.1108 0.0621 -0.1114 0.027
O -0.823152 -4.005058 3.055054 -0.6932 -0.2493 0.4070 -0.054
C -1.365405 -0.519526 -3.588452 1.0109 0.1288 0.1745 -0.039
O 4.056731 2.724802 -0.098517 0.4343 -0.5196 -0.7271 -0.054
O -4.055725 -0.804780 -1.320248 -0.4288 -0.4594 -0.1039 -0.026
H -1.833854 -1.425021 -3.974128 0.2225 -0.0628 -0.0536 0.080
H -3.488517 -0.105684 -0.995019 0.3454 0.4293 0.1046 0.009
H 2.671782 -2.287479 4.706263 -0.3858 -0.1510 -0.2517 0.075
H 3.534448 -0.956457 -3.265748 0.0744 0.5067 0.3398 -0.011
H 1.342656 2.892417 -1.501955 -0.5168 -0.1391 -0.3940 0.070
O -2.436982 -1.390289 2.467298 0.1203 0.6145 -0.0406 -0.036
H -0.652352 1.034519 -6.227059 0.1956 -0.0597 0.0636 0.084
H -0.363324 2.084041 -3.968674 0.3424 0.1666 0.1073 0.088
H -4.338116 -0.502656 -2.183501 -0.0696 0.2724 -0.2514 0.061
O 3.854359 0.986511 -2.623802 0.0690 -0.3998 -0.2993 -0.045
O -3.973916 -3.496418 -1.742027 -0.0197 -0.9710 -0.0492 -0.048
H 2.088167 4.152760 -2.464415 -0.4016 0.4548 -0.1084 0.091
H -0.398392 2.379871 3.286567 -0.1732 -0.2685 -0.3771 -0.042
H -2.166898 0.202915 -3.434225 0.1870 0.2025 0.1605 0.074
H 1.010494 1.055270 -3.279265 -0.1199 0.5560 0.3977 0.065
H 2.365888 -1.290866 6.074340 -0.3207 0.1796 0.1578 0.067
O 3.419976 -1.497099 -4.047308 -0.2744 -0.6150 -0.2293 -0.066
C -0.245542 -1.540481 5.245855 0.3638 -0.6625 -0.1044 -0.043
H 0.636586 -2.938720 -0.975396 -0.7657 0.4960 0.0433 0.015
H -3.244092 -4.337614 1.315608 0.1874 -0.1964 0.3088 0.070
O 0.491382 -5.101552 0.563516 -0.5428 -0.4320 0.2507 -0.042
H -0.143276 1.153872 1.016979 -0.2180 -0.8324 -0.2644 0.006
O -0.741547 -4.370306 -3.183770 0.0102 0.1355 0.4206 -0.030
H -1.570008 1.023795 -0.753147 0.7462 -0.3160 0.1846 0.015
H 0.312198 -0.758809 -4.947322 0.8587 -0.1078 0.9995 0.132
C 0.114237 4.687145 -1.474519 1.5284 1.1195 -2.2949 -0.496
O -4.326471 1.627228 1.161789 -0.4500 0.1204 0.1801 -0.043
O -0.717021 2.583219 4.165969 0.8265 0.7319 0.7485 -0.086
H -1.211329 -1.260287 4.825330 -0.0117 0.4980 0.5826 0.073
O -0.180531 -0.143448 -0.141439 -0.0067 1.0295 -0.3116 -0.051
H 2.003474 4.172540 -0.688331 0.3671 0.3332 -0.0127 0.057
H 5.810177 -0.386060 0.495125 0.0798 0.2482 -0.2858 0.062
H -2.066299 2.400112 -1.142172 0.1156 0.4812 -0.0124 0.048
O -2.993445 1.134977 3.498111 0.1475 0.5286 0.8328 -0.058
O -1.313289 -2.423034 -0.580200 0.4758 -0.1183 -0.2658 -0.032
O 1.585806 -3.061989 -0.971178 0.3383 -0.0377 0.1298 -0.019
H -0.038722 -1.256641 6.277737 -0.6982 0.4219 -0.0043 0.088
H 1.532395 2.806667 1.899253 -0.8165 -0.6275 -0.1372 -0.006
O -3.512035 -3.476928 0.993635 0.1137 0.0474 0.4806 -0.033
H -0.877259 -4.440665 2.204430 0.3192 -0.1944 -0.3652 -0.002
C 0.189210 6.208654 -1.146678 -0.3490 -0.8471 -0.4258 -0.021
H 3.691424 1.566818 -3.367391 -0.0314 0.1377 -0.2018 0.040
H 4.110382 3.660734 -0.291891 0.0203 0.1886 0.0422 0.036
H -0.762089 -0.893347 -0.266567 -0.2967 -0.6322 -0.1385 -0.008
H 1.524453 -1.245133 2.491025 0.3754 0.3080 -0.1126 0.025
H 3.480127 2.669877 0.663556 -0.3160 0.2085 0.6450 -0.007
H 2.289791 -1.776162 0.361364 -0.0008 -0.5585 -0.3972 0.027
H -3.933467 -2.540134 -1.752949 0.1658 0.9168 0.2379 -0.015
O 2.291202 3.380807 2.003169 0.6341 0.4171 -0.1125 -0.046
H 3.505462 1.460212 -1.868745 0.0840 0.3294 0.7029 0.003
O -0.078689 1.975266 1.504187 0.4874 0.7322 0.6165 -0.038
H 3.273378 -0.750337 0.883044 0.7196 0.3063 -0.1063 0.010
O -0.670939 3.990562 -0.591775 -1.2621 -1.1900 1.5832 -0.050
H 0.408790 6.384282 -0.093573 0.1263 -0.1788 0.0677 0.085
H 0.153600 -4.213259 -3.484238 0.2254 -0.0005 -0.1731 0.032
H -1.144268 4.553270 0.025413 -0.0162 0.3088 -0.0500 0.118
H -1.235105 -4.550558 -3.983853 -0.2447 -0.0279 -0.1608 0.045
H -3.968059 -3.659337 0.172049 -0.1877 0.0955 -0.7875 0.018
H 2.172986 3.781267 2.864491 0.0790 0.0855 0.2590 0.056
H -0.264394 -2.630096 5.267813 0.3357 -0.1797 -0.2322 0.081
H 5.313968 -0.869993 1.841034 0.0434 -0.0672 0.3328 0.058
C -0.322626 0.037611 -4.559003 -0.6961 0.0450 -0.3660 -0.502
H 1.217421 -5.591193 0.949974 0.1095 -0.1471 0.1797 0.049
O 5.071233 -0.825255 0.916204 -0.0133 -0.1374 0.0133 -0.025
H -3.331995 1.566214 2.713483 -0.3642 0.0912 -0.1248 -0.005
H -2.044859 -2.454576 0.036265 -0.4465 -0.3681 0.6510 0.022
H -5.080504 1.710465 0.578053 -0.2408 0.0169 0.0210 0.051
H 0.912486 -4.399772 0.067132 0.3854 0.2007 -0.1825 -0.022
H -2.879623 0.220520 3.239187 0.0319 -0.5984 -0.2755 -0.011
H -0.325414 2.649704 0.871339 -0.1292 0.3337 -0.3805 0.024
H -1.565110 2.142905 4.221721 -0.5785 -0.4361 -0.2282 -0.020
H -0.779810 6.654140 -1.371740 -0.0835 0.0727 0.0887 0.076
H -3.585672 1.470964 0.576105 0.5323 0.0975 -0.3923 -0.013
H -4.896731 -3.699357 -1.895234 -0.2521 -0.1511 -0.1832 0.058
O 0.839087 -1.573407 3.077629 -1.2316 -0.1878 1.1939 -0.095
H -2.846109 -2.111421 1.988965 -0.4768 -0.3752 -0.0404 -0.007
H -0.280388 4.497396 -2.472704 -0.7719 0.7474 -0.2663 0.125
H -0.174686 -3.312339 2.929116 0.6167 0.5351 -0.0609 -0.008
H 0.604041 -0.513141 0.263547 0.7883 -0.0242 0.2359 0.018
```
Positions in Å, forces in eV/Å.

Output
Kohn-Sham gap: 0.3476 hartree
Total energy: -59546.7840 eV
F_max: 0.058 Eh/bohr



(2)
Computed, not measured: a molecular structure, C9H6BiF5IN4S2 at a distorted geometry, with wB97M-V/def2-TZVPD.

XYZ file:
```
28
Properties=species:S:1:pos:R:3:forces:R:3:lowdin_charge:R:1
S -2.226200 1.008900 -0.320800 0.4568 -0.0678 -0.0596 0.493
C 4.353000 0.026400 2.010500 -0.2795 0.0783 0.1346 -0.302
N 2.719400 0.146600 3.341700 -0.5457 0.0201 -1.0503 0.053
C -6.084600 0.060500 0.022600 0.1807 -0.1485 -0.0240 -0.131
N 4.049700 0.027500 3.267900 1.2107 -0.0644 0.3197 0.144
N 3.088000 0.190500 -0.117100 -0.0872 -0.0226 -0.4762 0.045
F -2.575400 -2.104900 -0.031000 -0.1660 0.1607 0.0006 -0.013
F -7.292400 -1.953800 0.221700 0.1779 0.0190 0.0165 0.154
F -7.205000 0.766700 0.023800 -0.0222 -0.0826 0.0263 0.152
H 5.799800 -0.883500 0.734700 -0.0107 -0.0125 0.0113 0.094
C -4.932900 -2.046300 0.114300 0.1617 0.1333 -0.0225 -0.136
C -3.719400 -1.375300 -0.009700 -0.3178 0.2374 0.0231 -0.217
C -3.654900 0.009000 -0.117900 -0.4001 -0.2700 0.1079 -0.503
C 2.156700 0.213600 2.126100 -0.0095 -0.0672 -0.0358 -0.691
H 2.261500 0.214100 4.240700 -0.0374 -0.0507 -0.1515 0.177
H 6.436000 -0.108000 2.187600 0.0327 0.0028 0.0387 0.100
C 5.691600 -0.027700 1.402400 0.2514 -0.0057 -0.0206 0.012
N 3.196900 0.132700 1.256100 0.0991 0.0227 0.9861 -0.088
H 3.810600 -0.370500 -0.565000 -0.1515 -0.0575 0.2811 0.116
C -4.865000 0.710700 -0.091800 0.0450 -0.5071 0.0258 -0.250
S 0.503600 0.479500 1.828500 -0.4258 0.0495 -0.0764 0.540
H 3.177200 1.152000 -0.452800 -0.1169 -0.1848 0.1883 0.041
H 5.876500 0.885000 0.832300 0.0437 -0.0370 -0.0033 0.100
Bi -0.182000 -0.445800 -0.572500 -0.2724 -0.0073 0.3377 0.760
C -6.127400 -1.330700 0.123900 0.3129 0.2545 -0.0413 -0.123
I 0.827300 1.638500 -2.007000 0.0334 0.5030 -0.5165 0.236
F -4.842700 2.035700 -0.191000 -0.0804 0.0602 -0.0031 0.096
F -4.935200 -3.370700 0.219600 -0.0828 0.0442 -0.0167 0.140
```
Positions in Å, forces in eV/Å.

Output
Kohn-Sham gap: 0.2700 hartree
Total energy: -64582.6061 eV
F_max: 0.024 Eh/bohr
Total charge: +1



(3)
Computed, not measured: C9H6F3NO in the gas phase at a distorted geometry, with wB97M-V/def2-TZVPD.

XYZ file:
```
20
Properties=species:S:1:pos:R:3:forces:R:3:lowdin_charge:R:1
H -1.264388 -3.298810 1.342046 1.4049 0.2974 -0.1802 0.123
C 0.775917 -0.912072 -0.125245 0.1440 -0.6516 -1.0842 -0.392
C 0.592305 2.074972 -1.768782 -1.1730 -4.6596 0.5037 0.027
H 0.185412 0.459047 2.831770 -0.3050 1.4079 2.4012 0.082
C -0.534913 -1.521137 2.330996 0.2369 0.6971 2.7134 -0.077
C -0.515774 -2.469894 1.242857 -2.2059 0.0149 0.2448 -0.102
N 1.548280 -0.814412 -1.133672 -0.3655 0.5567 0.7134 0.261
H 0.725425 2.958202 -2.205254 0.7858 3.2547 -2.2038 0.093
F -0.464649 0.686794 -3.573415 0.6924 1.0451 1.8523 0.087
C 0.063559 -0.304815 2.162779 -0.7248 -2.1657 -0.8042 -0.074
H 0.173487 -2.994688 -0.662883 -0.2805 0.9685 0.1182 0.123
H 0.901893 2.276258 1.490923 -0.8180 -1.9031 -1.4020 0.175
F -1.497453 2.330067 -2.573493 0.0826 -1.0751 0.3870 0.073
O 0.733252 2.223390 -0.476883 0.8343 0.5062 1.1039 0.021
C 0.067103 -2.175232 0.073718 0.4203 -1.7740 -0.1522 -0.058
C 0.509615 0.111373 0.892873 1.2778 3.2017 -2.4819 -0.155
C 0.704614 1.502983 0.631617 -0.0039 -1.2962 2.9037 -0.018
C -0.583115 1.296893 -2.317711 -1.0162 0.3715 -2.4474 -0.500
H -0.969106 -1.806611 3.393368 0.9209 0.5612 -2.5095 0.143
F -1.151464 0.377693 -1.555608 0.0930 0.6425 0.3237 0.167
```
Positions in Å, forces in eV/Å.

Output
Kohn-Sham gap (spin up / spin down): 0.2442 / 0.2708 hartree
Total energy: -21113.8077 eV
F_max: 0.094 Eh/bohr



(4)
Computed, not measured: C9H6N2O4 in the gas phase at a distorted geometry, with wB97M-V/def2-TZVPD.

XYZ file:
```
21
Properties=species:S:1:pos:R:3:forces:R:3:lowdin_charge:R:1
N -0.316545 -2.996289 0.759895 -0.4999 -0.8341 0.0239 -0.005
C 0.362130 -1.261286 -0.627013 -1.5757 -0.5924 0.1562 -0.307
H 4.627478 0.833585 1.602742 -0.6884 -0.2765 -0.1271 0.055
C -1.273521 0.656421 -1.095285 -0.2637 0.1319 0.8202 -0.002
C 1.958956 0.420870 -0.945504 0.1319 0.6970 0.3759 -0.453
H -0.376543 -0.603954 1.936685 -0.3047 0.4714 -0.2920 0.119
H -1.113800 0.553622 -2.175315 0.0708 -0.0190 0.4919 0.129
H -0.218495 -1.920567 -1.308689 0.5795 0.4348 0.0500 0.163
H -3.095038 2.413488 1.169248 0.4545 -0.4027 -0.0457 0.109
C -2.359484 1.678089 0.799229 -0.8056 1.0644 -0.5396 -0.153
C -0.892214 0.048674 1.213552 1.0296 -1.0928 0.0258 -0.095
C 3.735010 0.623971 1.026512 0.2784 0.4169 0.0079 0.158
O -0.121774 -4.052098 0.314122 -0.0275 0.2249 0.2696 0.122
C 2.788440 0.545858 0.289448 -0.2467 -1.0004 -1.1245 0.016
C -0.602911 -0.166627 -0.145961 -0.5178 1.0406 -0.3539 -0.140
H -2.761141 2.278822 -1.252926 0.3902 -0.3826 0.3050 0.107
C -2.178833 1.615738 -0.600206 0.5887 -0.9208 0.4039 -0.043
O 1.750395 1.381729 -1.617270 0.2350 0.0439 -0.0467 0.172
O 0.770228 -2.119009 0.467614 0.9352 0.9291 -0.7487 -0.088
O 1.461229 -0.806148 -1.376542 0.1761 0.2367 1.3984 0.062
N -1.739118 0.947140 1.718348 0.0600 -0.1702 -1.0506 0.074
```
Positions in Å, forces in eV/Å.

Output
SMILES: C#CC(=O)O[C@@H](ON=O)c1cccnc1
Kohn-Sham gap: 0.3417 hartree
Total energy: -20594.1731 eV
F_max: 0.033 Eh/bohr



(5)
Computed, not measured: a molecular structure, C9H6N5O5 at a distorted geometry, with wB97M-V/def2-TZVPD.

XYZ file:
```
25
Properties=species:S:1:pos:R:3:forces:R:3:lowdin_charge:R:1
H 0.288531 1.817542 3.189656 0.7838 -0.2718 0.1085 0.086
H -2.017589 -4.215170 -0.240692 0.3822 0.1053 -0.1143 0.106
O 1.363752 -1.173561 -0.242437 -1.4431 -0.9526 -0.0279 0.077
C -0.073517 -3.161308 -0.277302 -0.4283 -1.1589 0.5280 0.027
N 1.117984 2.424917 -2.695547 -0.6909 -0.9643 3.8062 0.064
C 0.253416 -1.705867 -0.298134 -0.3714 0.2169 -0.7987 -0.439
H 0.702027 -3.909684 -0.149222 -0.2479 -0.0833 -0.1701 0.105
H 1.976276 1.859505 3.875949 -0.1295 -0.3057 0.2963 0.076
C 0.846260 2.081361 -1.340039 -0.2310 -0.0984 -4.0816 -0.296
O -1.398517 0.104047 -3.094882 0.1615 -0.1415 0.2087 0.018
C -0.661715 0.690049 0.031944 -1.7759 1.4131 0.6999 -0.134
C -1.408571 -3.314489 -0.314447 0.3474 -0.9565 0.3023 0.021
C -0.223196 1.139716 -1.237493 0.3795 0.2760 -4.6373 -0.075
N 1.533453 2.469008 -0.279329 0.7580 0.2259 1.7873 0.160
C 1.157104 1.881697 0.860009 -0.4083 -0.3263 -1.8642 -0.425
O 1.950512 2.104429 1.919936 -1.4674 -0.6035 0.1883 -0.044
C 1.337956 1.478838 3.079541 0.6231 0.3930 0.4436 -0.092
C -2.049560 -1.966714 -0.329846 0.4786 1.7193 0.1768 -0.431
N -0.973983 -1.088025 -0.456028 2.6899 -3.0307 -0.7210 0.033
O -3.220497 -1.615586 -0.195149 1.3049 -0.9819 -0.2733 0.063
H -1.593398 0.129170 0.109705 -1.0875 3.8134 1.3018 0.102
O 0.242369 1.683003 -3.446693 -0.7876 -1.0881 1.7760 -0.056
N 0.046252 1.122776 1.091204 0.3838 -0.1432 -0.7010 0.112
H 1.364962 0.372525 2.989755 0.0032 0.7752 0.1596 0.093
N -0.560307 0.791830 -2.550458 0.7728 2.1687 1.6061 -0.152
```
Positions in Å, forces in eV/Å.

Output
Kohn-Sham gap: 0.2514 hartree
Total energy: -27112.3815 eV
F_max: 0.091 Eh/bohr
Total charge: -1



(6)
Computed, not measured: C9H6O2 in the gas phase at a distorted geometry, with wB97M-V/def2-TZVPD.

XYZ file:
```
17
Properties=species:S:1:pos:R:3:forces:R:3:lowdin_charge:R:1
C 0.066570 -1.366011 -0.152953 -0.3153 1.2235 2.4120 0.012
H 2.535352 0.523780 1.146179 0.4611 1.0684 0.7878 0.092
C -2.109565 -0.813214 -1.337277 1.5325 6.3358 1.4158 -0.582
C 1.088800 -0.890587 0.726852 1.7043 -1.7277 -1.9137 -0.084
H 0.408227 2.409366 0.652811 0.8791 0.7077 0.4631 0.101
H -2.786231 -2.250884 -2.032238 1.7023 -0.1766 -0.2089 0.195
C 1.510051 0.440482 0.892200 -3.9578 -0.6217 -1.0483 -0.030
C 0.457370 1.350621 0.559035 1.0623 -1.1757 -0.5407 0.005
H 1.847423 -1.646927 1.017536 -0.6258 0.3693 -0.0910 0.104
C -1.601017 1.910924 -0.429800 -4.5161 2.8378 -1.1765 -0.103
C -0.697921 0.910016 -0.127777 1.5401 -0.6372 1.1350 -0.224
C -0.912459 -0.404957 -0.504166 0.4879 -0.7702 -0.0544 -0.073
O -1.869832 -1.964434 -1.709848 -2.4969 -6.9103 -2.4199 0.154
H -0.042033 -2.456865 -0.311099 0.0585 1.0533 -0.0531 0.125
C -2.561897 2.650785 -0.702421 3.4717 -0.3751 0.5838 0.152
O -3.005557 -0.111379 -1.743300 -0.4318 -0.4723 0.5853 0.117
H -2.850055 3.655907 -0.988913 -0.5561 -0.7291 0.1236 0.040
```
Positions in Å, forces in eV/Å.

Output
SMILES: C#Cc1ccccc1C(=O)O
Kohn-Sham gap: 0.3269 hartree
Total energy: -13521.8629 eV
F_max: 0.150 Eh/bohr